C42H49FN8O6RuS as an isolated structure in a non-equilibrium geometry. Source: the Open Molecules 2025 dataset; level of theory: ωB97M-V/def2-TZVPD.

```
108
Properties=species:S:1:pos:R:3
Ru 0.28362 0.84078 -0.07587
N -4.75546 -3.01153 2.65182
C -4.16804 -1.76553 2.41694
C -3.53772 -1.50025 1.23347
C -3.01636 -0.26890 0.91499
C -3.11456 0.70263 1.93787
C -3.64976 0.43546 3.13449
C -4.18839 -0.82887 3.43306
S -2.43431 2.39554 1.83437
O -2.77663 2.96867 0.53346
O -2.80146 3.14703 3.00865
N -0.89696 2.03546 1.73390
C -0.11404 1.47363 2.68432
N 1.01786 0.91201 2.17622
C 2.02868 0.69166 2.98922
C 1.77907 0.72395 4.37796
C 0.49084 1.03494 4.83050
N -0.43092 1.46253 3.99455
H -4.35559 -3.66878 2.08137
H -4.97730 -3.34092 3.61506
H -3.59952 -2.26056 0.44768
H -2.47732 -0.07296 0.05075
H -3.72394 1.25537 3.90222
H -4.68995 -1.09079 4.33090
H 2.88552 0.22946 2.51387
H 2.55862 0.25307 5.01521
H 0.08775 0.79487 5.77742
C 3.57848 3.76246 1.13838
C 3.94274 2.33676 0.69261
C 5.23187 1.86430 1.36486
C 4.12986 2.15465 -0.81279
C 5.05847 2.84229 -1.53479
C 5.27057 2.53512 -2.86637
C 4.55336 1.48026 -3.44249
C 3.50388 0.87569 -2.78037
C 2.59545 -0.11925 -3.54240
C 1.90015 0.40636 -4.75514
C 3.38859 -1.38147 -3.94495
C 3.40009 1.09114 -1.38361
N 2.39899 0.41468 -0.62369
C 2.59402 -0.92085 -0.46266
C 1.59562 -1.79705 -0.01508
N 0.32578 -1.49451 0.19279
C -0.52593 -2.63407 0.54328
C -0.68646 -3.00383 1.84554
C -1.34899 -4.20250 2.11175
C -1.93841 -5.02097 1.13983
C -1.80580 -4.51527 -0.12517
C -1.12292 -3.34632 -0.45583
C -0.99708 -2.89548 -1.90993
C -0.26339 -3.87495 -2.83528
C -2.43555 -2.51830 -2.45266
C -0.00887 -2.23760 2.98946
C 1.35443 -2.85999 3.35109
C -0.82223 -1.91552 4.19178
H 3.94547 3.84650 2.10936
H 2.54063 3.86688 1.07928
H 4.08709 4.53297 0.50487
H 3.12246 1.71807 0.94688
H 6.00833 2.48476 0.95860
H 5.57460 0.84072 1.00565
H 5.28116 2.13480 2.43806
H 5.55718 3.67467 -1.07541
H 6.03911 3.08050 -3.43181
H 4.68940 1.37267 -4.48245
H 1.89105 -0.49166 -2.80270
H 2.67867 0.47113 -5.50144
H 1.56366 1.40447 -4.58972
H 1.14690 -0.29745 -5.10706
H 4.24293 -1.15449 -4.63492
H 2.65040 -1.99575 -4.52719
H 3.72588 -1.92901 -3.08360
H 3.60676 -1.33169 -0.47548
H 1.91426 -2.80118 0.22850
H -1.37041 -4.49994 3.19916
H -2.43463 -5.93873 1.45682
H -2.16260 -5.07289 -0.97474
H -0.47237 -1.95260 -1.90084
H -0.76131 -4.83222 -2.73179
H 0.76970 -4.11980 -2.44942
H -0.39379 -3.52000 -3.87372
H -3.23474 -3.22299 -2.22762
H -2.29270 -2.45159 -3.51439
H -2.74273 -1.55508 -2.02450
H 0.25672 -1.23188 2.55101
H 1.13827 -3.88984 3.61861
H 1.86771 -2.27183 4.13328
H 2.11615 -2.87069 2.48061
H -1.62757 -2.58277 4.29658
H -1.24408 -0.91660 4.17500
H -0.19508 -1.95667 5.08443
F -6.28313 3.12765 -1.32556
C -5.00431 3.58380 -1.61346
C -4.14866 2.74219 -2.16312
N -2.85984 3.10967 -2.45518
C -2.03403 2.28993 -3.37335
C -1.34128 1.04936 -2.64912
O -0.91029 0.17481 -3.36676
O -1.20833 1.11418 -1.39852
C -2.38320 4.34160 -2.08898
O -1.25111 4.66017 -2.30177
N -3.29271 5.18222 -1.51808
C -4.63610 4.91258 -1.21886
O -5.39002 5.73061 -0.71858
H -4.29868 1.71669 -2.45103
H -1.22679 2.95664 -3.70442
H -2.55594 2.09591 -4.31106
H -2.94851 6.09740 -1.36259
```

Results
* charge: -1
* spin multiplicity: 6
* calculated total energy: -3112.3078 Ha

These are the Löwdin partial charges, in e, on atoms 1 to 6: 1.35 0.11 -0.34 -0.04 -0.02 -0.26

C42H49N10O3PRb as an isolated structure in a non-equilibrium geometry. Source: the Open Molecules 2025 dataset; level of theory: ωB97M-V/def2-TZVPD.

```
106
Properties=species:S:1:pos:R:3
Rb 0.20030 0.27310 -0.30310
O -1.04250 0.40880 -2.48390
C -1.75280 1.14250 -3.21990
C -2.17050 0.69370 -4.51780
C -2.93820 1.45330 -5.35420
C -3.37340 2.72460 -4.96910
C -3.02180 3.19110 -3.72440
C -2.23320 2.45230 -2.83830
C -1.98440 3.02430 -1.54840
N -1.13720 2.61550 -0.69480
C -1.11040 3.24020 0.58980
C -1.54370 2.24620 1.67330
N -0.47650 1.35500 2.02240
C -0.66990 0.40950 2.85880
C -1.85540 0.04450 3.61250
C -1.69200 -0.24940 4.96570
C -2.76160 -0.43650 5.81380
C -4.05470 -0.32960 5.29360
C -4.25120 -0.12450 3.95580
C -3.16850 -0.01890 3.02770
O -3.36030 -0.02280 1.77790
H -1.84290 -0.29580 -4.81940
H -3.21390 1.07360 -6.33250
H -3.98150 3.32520 -5.63330
H -3.35980 4.17350 -3.40530
H -2.60670 3.91840 -1.32210
H -1.78840 4.11640 0.62790
H -0.08800 3.57590 0.79930
H -2.42030 1.69680 1.30080
H -1.86070 2.80490 2.56560
H 0.24430 -0.12350 3.14010
H -0.68090 -0.28190 5.35740
H -2.60690 -0.64140 6.86540
H -4.90920 -0.41700 5.95680
H -5.25580 -0.05090 3.55350
N -3.64670 -1.64080 -1.39670
C -2.52480 -1.67440 -0.63450
N -1.47790 -2.34310 -0.93330
C -1.46490 -3.05990 -2.11600
N -0.37500 -3.53230 -2.60770
N 0.82150 -3.26110 -2.15490
C 1.28130 -2.06770 -2.15500
C 2.64260 -1.80940 -1.74650
C 3.58270 -2.84760 -1.70610
C 4.88540 -2.56100 -1.35660
C 5.20780 -1.25380 -1.01700
C 4.20240 -0.29790 -1.05970
N 2.96410 -0.55330 -1.43290
C -2.73400 -3.36670 -2.75950
C -2.90540 -4.39240 -3.68400
C -4.13100 -4.57580 -4.29380
C -5.18500 -3.71850 -4.00680
C -5.03950 -2.70970 -3.07280
C -3.82100 -2.54490 -2.41930
H -4.39110 -1.01030 -1.13940
H -2.56110 -1.10440 0.29160
H 0.68790 -1.21390 -2.48910
H 3.25480 -3.83790 -1.97820
H 5.64120 -3.33520 -1.36090
H 6.21370 -0.98030 -0.73740
H 4.41000 0.73270 -0.80390
H -2.06250 -5.03000 -3.90280
H -4.27210 -5.38280 -5.00090
H -6.13480 -3.84890 -4.50660
H -5.86390 -2.05580 -2.82910
O 3.11990 0.27180 1.82650
P 3.37790 -0.16450 3.19990
N 3.03940 -1.77180 3.44520
C 3.17680 -2.46750 4.70630
C 3.12260 -3.93580 4.29980
C 2.04440 -3.90630 3.21680
C 2.29870 -2.58480 2.48380
N 5.02340 -0.11790 3.69710
C 5.87460 -1.10790 3.04470
C 7.27200 -0.51310 3.14950
C 6.99360 0.95970 2.86600
C 5.67300 1.19190 3.60530
N 2.57740 0.73430 4.35730
C 2.03410 2.04570 4.02980
C 2.59390 2.95670 5.11820
C 2.52540 2.04780 6.34270
C 2.89480 0.66970 5.77910
H 2.34130 -2.24740 5.38410
H 4.10790 -2.17160 5.19160
H 2.87140 -4.58880 5.13410
H 4.07890 -4.24970 3.87740
H 1.05710 -3.89530 3.67940
H 2.09960 -4.75710 2.54260
H 1.36380 -2.10960 2.17290
H 2.91000 -2.73630 1.58760
H 5.59840 -1.23190 1.98940
H 5.77610 -2.07320 3.54450
H 7.97340 -0.96450 2.44980
H 7.66100 -0.63400 4.16220
H 6.85230 1.10500 1.79540
H 7.79140 1.61900 3.20830
H 5.03870 1.91510 3.08620
H 5.86340 1.56630 4.61990
H 0.94140 2.02280 4.07610
H 2.31550 2.32470 3.01500
H 2.02330 3.87700 5.23220
H 3.63390 3.21420 4.90290
H 1.50770 2.02980 6.73200
H 3.18970 2.36260 7.14650
H 2.31630 -0.11700 6.27240
H 3.95670 0.44320 5.91760
```

Results
* charge: -1
* calculated total energy: -2768.7321 Ha

These are the Löwdin partial charges, in e, on atoms 1 to 6: 0.97 -0.27 -0.41 -0.04 -0.13 -0.15